ORCA calculation (ωB97M-V with the def2-TZVPD basis set) on a 13-piece molecular cluster, C37H84F18N10O17PS2 overall.

The calculation puts the HOMO energy at -0.520 hartree. The total energy comes out at -6220.13768 Eh. As for the charge: +5. The value obtained for the strongest force on any atom is 3.8 eV Å⁻¹. Its LUMO energy is -12.01 eV.

Each atom is followed by the atoms it is bonded to, with distances in Å.
CARTESIAN COORDINATES (ANGSTROEM)
1 C -2.7777 -0.2345 -0.0135  F2 1.325, F3 1.307, F4 1.324, S5 1.871
2 F -2.8884 -1.5088 0.3321  C1 1.325
3 F -3.8389 0.0521 -0.7209  C1 1.307
4 F -2.6460 0.4654 1.1026  C1 1.324
5 S -1.1954 -0.2268 -1.0124  C1 1.871, O6 1.438, O7 1.445, N8 1.720, S9 2.559
6 O -1.5418 -1.1805 -2.0312  S5 1.438
7 O -0.9600 1.1330 -1.4422  S5 1.445
8 N -0.0445 -0.8930 0.0788  S5 1.720, S9 1.543
9 S 0.9877 0.2421 0.2383  S5 2.559, N8 1.543, O10 1.459, O11 1.429, C12 1.944
10 O 1.8471 0.4368 -0.9249  S9 1.459
11 O 0.5131 1.4183 0.8963  S9 1.429
12 C 2.1022 -0.5702 1.6081  S9 1.944, F13 1.330, F14 1.331, F15 1.333
13 F 2.9700 0.3177 2.0837  C12 1.330
14 F 1.2559 -0.9613 2.5585  C12 1.331
15 F 2.7702 -1.6028 1.0933  C12 1.333
16 C 4.4825 -2.5498 3.3988  C17 1.489, H23 1.090, H24 1.095, H25 1.090
17 C 5.3190 -2.2096 4.5827  C16 1.489, O18 1.177, N19 1.545
18 O 5.2697 -2.7465 5.6285  C17 1.177
19 N 6.3493 -1.0644 4.4682  C17 1.545, H20 1.019, H21 1.019, C22 1.520
20 H 6.5503 -1.0591 3.4694  N19 1.019
21 H 5.9591 -0.1640 4.7425  N19 1.019
22 C 7.6593 -1.4180 5.1534  N19 1.520, H26 1.088, H27 1.094, H28 1.088
23 H 3.4095 -2.5427 3.5901  C16 1.090
24 H 4.6638 -3.6110 3.1970  C16 1.095
25 H 4.8362 -2.0190 2.5155  C16 1.090
26 H 8.5746 -0.9506 4.7954  C22 1.088
27 H 7.9457 -2.4713 5.0825  C22 1.094
28 H 7.4561 -1.3465 6.2203  C22 1.088
29 C -1.1991 1.4158 3.5733  C30 1.511, H36 1.092, H37 1.091, H38 1.087
30 C -0.4959 2.6633 4.0559  C29 1.511, O31 1.194, N32 1.472
31 O -0.3623 3.6452 3.3903  C30 1.194
32 N 0.1376 2.4999 5.3744  C30 1.472, H33 1.024, H34 1.040, C35 1.505
33 H -0.0897 3.2669 6.0129  N32 1.024
34 H -0.2324 1.6450 5.8376  N32 1.040
35 C 1.6290 2.3557 5.2282  N32 1.505, H39 1.089, H40 1.085, H41 1.089
36 H -2.0921 1.7994 3.0755  C29 1.092
37 H -1.5631 0.7051 4.3174  C29 1.091
38 H -0.6652 0.8153 2.8410  C29 1.087
39 H 2.1713 3.1887 4.7825  C35 1.089
40 H 1.8330 1.3991 4.7592  C35 1.085
41 H 2.0359 2.3550 6.2384  C35 1.089
42 C 5.2072 -3.0961 -0.8082  C43 1.527, H49 1.085, H50 1.091, H51 1.093
43 C 5.9265 -2.4142 -1.9698  C42 1.527, O44 1.175, N45 1.516
44 O 7.0812 -2.4835 -2.1747  C43 1.175
45 N 5.1143 -1.4705 -2.8354  C43 1.516, H46 1.024, H47 1.021, C48 1.566
46 H 5.5487 -1.2006 -3.7227  N45 1.024
47 H 4.2109 -1.8098 -3.1703  N45 1.021
48 C 4.8524 -0.1173 -2.0927  N45 1.566, H52 1.083, H53 1.088, H54 1.089
49 H 5.9487 -3.5594 -0.1658  C42 1.085
50 H 4.4112 -3.7546 -1.1593  C42 1.091
51 H 4.6381 -2.3654 -0.2277  C42 1.093
52 H 4.3328 -0.2860 -1.1572  C48 1.083
53 H 4.3296 0.5284 -2.7948  C48 1.088
54 H 5.8018 0.4074 -1.9956  C48 1.089
55 C 3.9152 4.3997 1.7300  C56 1.539, H62 1.088, H63 1.092, H64 1.089
56 C 4.5739 3.1482 1.1223  C55 1.539, O57 1.187, N58 1.513
57 O 4.0772 2.4359 0.3135  C56 1.187
58 N 5.9512 2.8114 1.6501  C56 1.513, H59 1.023, H60 1.020, C61 1.529
59 H 5.8190 2.8445 2.6643  N58 1.023
60 H 6.0963 1.8270 1.4268  N58 1.020
61 C 7.1235 3.6444 1.1295  N58 1.529, H65 1.087, H66 1.087, H67 1.087
62 H 2.8717 4.2987 1.4377  C55 1.088
63 H 4.2566 5.3302 1.2720  C55 1.092
64 H 4.0682 4.4690 2.8061  C55 1.089
65 H 6.9607 4.6945 1.3563  C61 1.087
66 H 7.1366 3.4738 0.0560  C61 1.087
67 H 8.0034 3.2385 1.6211  C61 1.087
68 C -0.0656 -1.6358 -4.9703  C69 1.514, H75 1.095, H76 1.093, H77 1.084
69 C -0.1734 -2.1260 -6.3990  C68 1.514, O70 1.178, N71 1.534
70 O -0.7006 -1.5073 -7.2513  C69 1.178
71 N 0.4630 -3.4768 -6.7514  C69 1.534, H72 1.020, H73 1.018, C74 1.560
72 H 0.8976 -3.5152 -7.6735  N71 1.020
73 H 1.1478 -3.5971 -6.0085  N71 1.018
74 C -0.5944 -4.6230 -6.7750  N71 1.560, H78 1.089, H79 1.088, H80 1.086
75 H 0.9772 -1.3581 -4.7854  C68 1.095
76 H -0.2189 -2.4678 -4.2774  C68 1.093
77 H -0.7879 -0.8460 -4.7967  C68 1.084
78 H -1.2797 -4.2458 -7.5321  C74 1.089
79 H -1.1168 -4.6802 -5.8223  C74 1.088
80 H -0.0929 -5.5417 -7.0627  C74 1.086
81 C 0.5367 -3.6829 -1.2422  C82 1.485, H88 1.096, H89 1.091, H90 1.085
82 C -0.2506 -4.3747 -0.1906  C81 1.485, O83 1.184, N84 1.519
83 O -0.4242 -5.5443 -0.2544  C82 1.184
84 N -0.7718 -3.5498 0.9741  C82 1.519, H85 1.051, H86 1.023, C87 1.499
85 H -0.5065 -2.5770 0.6779  N84 1.051
86 H -1.7840 -3.5712 1.1233  N84 1.023
87 C 0.0172 -3.8195 2.2198  N84 1.499, H91 1.088, H92 1.084, H93 1.090
88 H 1.2382 -3.0157 -0.7284  C81 1.096
89 H -0.0417 -2.9645 -1.8248  C81 1.091
90 H 1.0966 -4.4232 -1.8045  C81 1.085
91 H -0.4482 -3.2798 3.0419  C87 1.088
92 H 1.0655 -3.5773 2.0853  C87 1.084
93 H -0.1049 -4.8844 2.4161  C87 1.090
94 C -4.4709 3.6282 -0.0312  C95 1.496, H101 1.088, H102 1.094, H103 1.089
95 C -3.5437 4.7976 0.0744  C94 1.496, O96 1.179, N97 1.533
96 O -3.7811 5.7753 0.6887  C95 1.179
97 N -2.1487 4.7066 -0.5545  C95 1.533, H98 1.019, H99 1.019, C100 1.545
98 H -2.1916 4.1277 -1.3916  N97 1.019
99 H -1.8617 5.6433 -0.8339  N97 1.019
100 C -1.1161 4.2040 0.4788  N97 1.545, H104 1.085, H105 1.089, H106 1.087
101 H -3.9549 2.6801 0.1082  C94 1.088
102 H -5.0335 3.7708 -0.9586  C94 1.094
103 H -5.2343 3.7339 0.7389  C94 1.089
104 H -1.5048 3.4356 1.1385  C100 1.085
105 H -0.8739 5.1308 0.9968  C100 1.089
106 H -0.2179 3.9553 -0.0816  C100 1.087
107 C -10.3133 1.8068 -0.6147  C108 1.515, H114 1.087, H115 1.095, H116 1.090
108 C -8.8068 1.6501 -0.5923  C107 1.515, O109 1.185, N110 1.491
109 O -8.1543 2.4413 0.0018  C108 1.185
110 N -8.2761 0.3920 -1.1903  C108 1.491, H111 1.024, H112 1.023, C113 1.512
111 H -8.7529 -0.4326 -0.8157  N110 1.024
112 H -8.5481 0.4248 -2.1759  N110 1.023
113 C -6.7781 0.2302 -1.0628  N110 1.512, H117 1.089, H118 1.085, H119 1.092
114 H -10.6743 2.1017 0.3674  C107 1.087
115 H -10.8185 0.8558 -0.8128  C107 1.095
116 H -10.6750 2.4660 -1.4034  C107 1.090
117 H -6.5175 -0.4746 -0.2741  C113 1.089
118 H -6.2549 1.1556 -0.8465  C113 1.085
119 H -6.3975 -0.2430 -1.9702  C113 1.092
120 C 1.3728 1.7121 -4.1691  C121 1.491, H127 1.086, H128 1.092, H129 1.094
121 C 1.4773 3.1998 -4.1475  C120 1.491, O122 1.182, N123 1.560
122 O 2.3401 3.8028 -3.6099  C121 1.182
123 N 0.3633 4.0697 -4.8064  C121 1.560, H124 1.023, H125 1.019, C126 1.498
124 H -0.5292 3.5732 -4.7542  N123 1.023
125 H 0.2673 4.8379 -4.1431  N123 1.019
126 C 0.6222 4.2709 -6.2679  N123 1.498, H130 1.090, H131 1.089, H132 1.087
127 H 2.3646 1.3157 -3.9706  C120 1.086
128 H 1.0654 1.3951 -5.1676  C120 1.092
129 H 0.7089 1.3345 -3.3865  C120 1.094
130 H -0.3380 4.3120 -6.7813  C126 1.090
131 H 1.1397 3.4457 -6.7541  C126 1.089
132 H 1.1446 5.2111 -6.4239  C126 1.087
133 C 0.3662 -0.8474 6.4625  O134 1.447, O135 1.345, C136 1.583, H147 1.103
134 O 1.6372 -0.1589 6.3900  C133 1.447, C140 1.412
135 O -0.5987 0.0481 6.7402  C133 1.345
136 C 0.0394 -1.9028 5.3283  C133 1.583, F137 1.369, F138 1.336, F139 1.358
137 F 1.0787 -2.7166 4.9649  C136 1.369
138 F -0.9721 -2.7097 5.6608  C136 1.336
139 F -0.4528 -1.2670 4.2344  C136 1.358
140 C 2.7845 -0.9788 6.3081  O134 1.412, C141 1.539, H145 1.095, H146 1.093
141 C 3.9978 -0.0359 6.2276  C140 1.539, H142 1.100, H143 1.089, H144 1.095
142 H 4.0120 0.4750 5.2531  C141 1.100
143 H 4.0851 0.7062 7.0196  C141 1.089
144 H 4.8782 -0.6837 6.2850  C141 1.095
145 H 2.9522 -1.6398 5.4512  C140 1.095
146 H 2.9390 -1.6178 7.1816  C140 1.093
147 H 0.4031 -1.4783 7.3662  C133 1.103
148 C -4.8747 -1.9808 -3.6555  O149 1.459, O150 1.319, C151 1.577, H162 1.114
149 O -5.0429 -2.0609 -5.1028  C148 1.459, C155 1.402
150 O -5.9979 -1.8311 -2.9798  C148 1.319
151 C -4.0396 -3.1967 -3.0972  C148 1.577, F152 1.356, F153 1.382, F154 1.328
152 F -4.5191 -4.3945 -3.5127  C151 1.356
153 F -2.7777 -3.1413 -3.6574  C151 1.382
154 F -3.9097 -3.2603 -1.7774  C151 1.328
155 C -3.8841 -2.0591 -5.8916  O149 1.402, C156 1.531, H160 1.104, H161 1.103
156 C -4.3371 -1.5430 -7.2596  C155 1.531, H157 1.092, H158 1.090, H159 1.087
157 H -3.4835 -1.6176 -7.9370  C156 1.092
158 H -5.0775 -2.2546 -7.6245  C156 1.090
159 H -4.8445 -0.5920 -7.1221  C156 1.087
160 H -3.5180 -3.0987 -5.9478  C155 1.104
161 H -3.0031 -1.5479 -5.4695  C155 1.103
162 H -4.2200 -1.1199 -3.3901  C148 1.114
163 P -5.8772 0.2243 2.5937  F164 1.617, F165 1.623, F166 1.626, F167 1.652, F168 1.642, F169 1.641
164 F -7.3878 0.2139 2.0172  P163 1.617
165 F -6.2842 1.3980 3.6378  P163 1.623
166 F -6.3357 -0.8208 3.7517  P163 1.626
167 F -4.3065 0.0316 3.0682  P163 1.652
168 F -5.5506 -0.9570 1.5006  P163 1.642
169 F -5.4474 1.3736 1.5047  P163 1.641

These are the Mulliken partial charges, in e, on atoms 1 to 5: atom 1 (C): -0.510, atom 2 (F): -0.246, atom 3 (F): 0.149, atom 4 (F): 0.188, atom 5 (S): 0.726